# 1
Here is one molecule with the formula C6H15N at a distorted geometry from the Open Molecules 2025 dataset. Energies are from the ωB97M-V functional and the def2-TZVPD basis.

```
22
Properties=species:S:1:pos:R:3:forces:R:3
C -0.93453 -0.57395 -2.19333 -0.3 -0.8 -0.9
C -1.47926 -0.95558 -0.80364 0.6 0.0 -0.4
C -0.37129 -1.40736 0.19842 -1.5 1.2 0.3
C -0.35771 -0.44242 1.47068 1.2 -2.3 -1.0
C 0.06337 1.00094 1.35747 -0.7 -0.2 -0.5
C 1.49024 1.16721 0.83220 -0.2 0.6 0.5
N 1.50969 1.08124 -0.61914 0.0 0.6 -1.2
H -1.56817 0.07788 -2.82044 0.1 0.0 0.6
H 0.08059 -0.20868 -2.20019 0.2 0.4 0.3
H -0.87164 -1.49213 -2.79731 0.0 0.0 0.2
H -1.95209 -0.10482 -0.32067 -0.4 0.1 -0.2
H -2.25047 -1.71250 -1.00534 0.2 0.1 0.5
H -0.59523 -2.36575 0.67190 -0.1 -0.2 -0.4
H 0.59567 -1.48231 -0.28844 0.2 0.2 0.0
H 0.40744 -1.04408 1.96879 -0.1 0.6 1.2
H -1.31797 -0.57236 1.96572 0.0 0.1 0.1
H -0.68875 1.47386 0.70164 0.5 0.3 -0.1
H -0.10035 1.47915 2.32295 0.3 0.0 0.1
H 2.10381 0.36852 1.24497 0.1 -0.2 0.0
H 1.93052 2.08336 1.25661 -0.2 0.1 -0.3
H 0.71370 1.54903 -1.04431 -0.5 -0.3 0.5
H 2.22406 1.63612 -1.08092 0.7 -0.3 0.6
```
Positions in Å, forces in eV/Å.

The value obtained for the energy above the lowest of the compared OMol25 structures with the same formula, charge and spin is 24.97 kcal per mole. The calculation puts the LUMO energy at 1.18 eV. As for the molar mass: 101.19 g mol⁻¹. Its spin multiplicity is 1.

These are the natural (NBO) partial charges, in e, on atoms 1 to 8: C -0.623; C -0.411; C -0.391; C -0.388; C -0.418; C -0.217; N -0.843; H 0.204

=====

# 2
Here is a 4-piece molecular cluster, C3H12O3 overall at a distorted geometry from the Open Molecules 2025 dataset. Energies are from the ωB97M-V functional and the def2-TZVPD basis.

```
18
Properties=species:S:1:pos:R:3:forces:R:3
C -1.12597 -0.83914 1.54844 -4.0 -1.8 3.1
C 0.15355 -1.33532 1.13396 -1.3 1.2 -1.9
C 1.22548 -1.07147 1.78477 -4.4 0.1 3.7
H -1.73530 -1.87128 1.56082 0.2 2.4 0.1
H -1.18914 -0.40233 2.64890 0.5 -1.0 -2.1
H -1.65782 -0.08502 0.91770 0.8 -1.1 0.2
H 0.13624 -1.73575 0.12983 0.5 0.0 -0.3
H 2.05989 -1.10749 1.39222 8.4 -1.3 -3.6
H 1.22394 -0.85078 2.80563 -0.3 1.0 1.4
H 2.21871 0.37485 0.22959 -0.3 0.1 0.5
H 1.97331 1.74721 -0.43161 -0.5 1.3 0.7
O 2.30958 0.88723 -0.56915 0.8 -1.2 -1.2
H -2.39670 1.75174 -0.61737 -0.3 5.4 -1.1
H -1.93249 0.44523 -1.34824 -0.5 1.4 1.3
O -2.32369 0.87838 -0.53114 0.6 -6.3 -0.7
H 0.35469 1.37666 -2.19786 1.6 3.3 1.5
H 0.48529 -0.00733 -2.36665 -0.3 -0.4 -0.3
O -0.11826 0.71438 -2.59046 -1.4 -3.0 -1.3
```
Positions in Å, forces in eV/Å.

The value obtained for the energy above the lowest of the compared OMol25 structures with the same formula, charge and spin is 60.67 kcal per mole. The calculation puts the LUMO energy at 0.55 eV. As for the molar mass: 96.13 g mol⁻¹. Its spin multiplicity is 1.

These are the natural (NBO) partial charges, in e, on atoms 1 to 8: C -0.676; C -0.134; C -0.428; H 0.197; H 0.198; H 0.292; H 0.187; H 0.156

=====

# 3
Here is a 3-piece molecular cluster, C4H7NO2 overall at a distorted geometry from the Open Molecules 2025 dataset. Energies are from the ωB97M-V functional and the def2-TZVPD basis.

```
14
Properties=species:S:1:pos:R:3:forces:R:3
C -2.48634 -0.24678 -0.29714 -0.1 0.0 0.0
C -1.48002 0.76414 -0.60518 0.6 0.7 -0.3
N -0.70664 1.58173 -0.86999 -0.8 -0.8 0.2
O -0.01759 -1.08388 1.17954 0.5 -0.1 0.0
C 1.18038 -1.22475 1.12293 -0.3 0.0 0.1
C 2.14557 1.01831 -0.52215 0.3 -0.1 0.1
O 3.13823 0.42988 -0.16240 -0.4 0.2 -0.2
H -2.25730 -0.70781 0.66459 0.0 0.1 -0.1
H -3.47101 0.22451 -0.26925 0.1 -0.1 0.0
H -2.47533 -1.01976 -1.06934 0.0 0.1 0.1
H 1.37955 1.38259 0.18459 0.2 0.0 0.0
H 1.86682 -0.73500 1.83554 -0.1 -0.1 0.0
H 1.66170 -1.83818 0.33908 -0.1 0.0 0.1
H 1.91898 1.19998 -1.58909 0.1 0.0 0.1
```
Positions in Å, forces in eV/Å.

The value obtained for the energy above the lowest of the compared OMol25 structures with the same formula, charge and spin is 63.52 kcal per mole. The calculation puts the LUMO energy at 0.75 eV. As for the molar mass: 101.10 g mol⁻¹. Its spin multiplicity is 1.

These are the natural (NBO) partial charges, in e, on atoms 1 to 8: C -0.728; C 0.333; N -0.390; O -0.544; C 0.290; C 0.281; O -0.530; H 0.280

=====

# 4
Here is an isolated ion of composition C7H13N3 and charge +2 at a distorted geometry from the Open Molecules 2025 dataset. Energies are from the ωB97M-V functional and the def2-TZVPD basis.

```
23
Properties=species:S:1:pos:R:3:forces:R:3
C 1.53608 -1.18631 0.35590 0.9 -1.3 1.2
C 0.39400 0.75177 0.37191 3.6 2.5 0.7
C -1.70678 -0.33407 -0.34414 -0.1 1.5 1.6
C 1.89276 -2.15856 1.14719 -3.9 0.5 -2.8
C 1.12921 1.87106 1.05205 -2.5 -0.3 0.6
C -3.12387 0.09773 -0.09628 -1.3 -0.1 1.8
C 1.53337 0.03429 -1.72225 0.2 0.6 -0.5
N 1.17550 -0.19779 -0.32394 0.6 -0.9 1.3
N -1.02619 -1.23554 -0.83665 -0.2 -0.1 -0.4
N -0.81918 0.70268 0.30809 -6.8 1.3 0.9
H 1.27598 -3.05431 1.25258 -0.2 0.2 -0.3
H 2.73035 -2.18020 1.68638 3.5 0.3 2.1
H 1.27052 2.65588 0.32297 -0.1 0.6 -0.1
H 2.04481 1.45472 1.24864 2.6 -0.5 0.9
H 0.61768 2.19088 2.01341 0.6 -0.1 -1.4
H -3.88190 -0.58096 -0.47312 0.2 -0.3 -0.2
H -3.33175 1.05628 -0.56116 0.2 0.3 -0.3
H -3.45268 0.26426 1.04641 1.3 -0.6 -2.2
H 2.04150 -0.93729 -1.97750 -0.4 1.4 -0.6
H 0.54817 0.23080 -2.23930 1.4 -0.4 0.1
H 2.19258 0.96945 -1.69213 -0.7 -1.5 -0.6
H -1.58410 -1.88638 -1.31723 -1.0 -1.5 -0.8
H -1.45606 1.47162 0.77817 2.0 -1.6 -0.9
```
Positions in Å, forces in eV/Å.

The value obtained for the energy above the lowest of the compared OMol25 structures with the same formula, charge and spin is 97.39 kcal per mole. The calculation puts the LUMO energy at -8.99 eV. As for the net charge: +2. As for the molar mass: 139.20 g mol⁻¹. Its spin multiplicity is 1.

These are the natural (NBO) partial charges, in e, on atoms 1 to 8: C 0.499; C 0.645; C 0.473; C -0.341; C -0.676; C -0.756; C -0.410; N -0.355